ORCA calculation (ωB97M-V/def2-TZVPD) on a 13-piece molecular cluster, C25H23Cl48N4O5 overall.

Spin multiplicity: 1
HOMO (eV): -12.05
Electronic energy (Eh): -23650.3833
Charge: +1

Each line ends with the Löwdin charge.
Geometry (Å):
C (4.80, 4.99, -1.67)  0.016
C (4.92, 3.74, -2.58)  -0.536
O (4.17, 3.66, -3.48)  0.121
O (5.88, 2.76, -2.38)  -0.115
C (5.33, 1.65, -1.66)  -0.166
C (5.00, 2.11, -0.21)  -0.102
N (4.60, 0.98, 0.66)  0.110
C (3.37, 0.50, 0.70)  -0.290
N (3.08, -0.54, 1.54)  0.166
C (2.15, -1.57, 0.96)  -0.313
N (1.02, -1.74, 1.89)  0.054
C (1.66, -1.24, -0.46)  -0.212
C (0.48, -2.21, -0.81)  -0.112
C (0.75, -2.76, -2.30)  -0.273
C (1.98, -3.75, -2.39)  0.009
O (0.48, -4.13, -2.48)  -0.117
C (1.27, 0.26, -0.45)  -0.262
C (0.89, 0.64, -1.91)  -0.033
C (0.33, 2.10, -1.98)  -0.503
O (-0.26, 2.51, -1.05)  0.124
O (0.51, 2.86, -3.11)  0.094
N (2.42, 1.15, -0.09)  0.173
H (3.76, 5.01, -1.29)  0.097
H (4.93, 5.91, -2.27)  0.099
H (5.48, 4.92, -0.81)  0.047
H (6.02, 0.79, -1.71)  0.135
H (4.41, 1.38, -2.23)  0.090
H (4.17, 2.84, -0.16)  0.130
H (5.89, 2.58, 0.24)  0.127
H (5.32, 0.61, 1.27)  0.058
H (3.94, -0.97, 1.88)  0.135
H (2.69, -2.54, 0.95)  0.149
H (1.41, -1.50, 2.81)  0.043
H (0.33, -1.00, 1.71)  0.011
H (2.49, -1.35, -1.19)  0.151
H (-0.54, -1.76, -0.84)  0.027
H (0.54, -3.14, -0.22)  0.122
H (0.59, -2.06, -3.15)  0.139
H (2.21, -4.08, -3.41)  0.106
H (2.15, -4.41, -1.53)  0.111
H (0.41, 0.46, 0.20)  0.084
H (1.75, 0.59, -2.61)  0.128
H (0.11, -0.02, -2.33)  0.123
H (0.08, 2.36, -3.83)  0.127
H (2.88, 1.29, -1.00)  0.108
C (8.96, 5.77, -1.38)  -2.041
Cl (8.34, 4.37, -0.48)  0.512
Cl (8.75, 5.49, -3.12)  0.535
Cl (8.05, 7.22, -0.90)  0.534
Cl (10.67, 5.99, -1.02)  0.546
C (0.62, -4.54, 4.45)  -2.032
Cl (1.02, -5.82, 5.60)  0.518
Cl (-1.12, -4.58, 4.11)  0.537
Cl (1.05, -2.97, 5.15)  0.521
Cl (1.52, -4.79, 2.94)  0.515
C (-3.13, 0.43, 0.14)  -1.963
Cl (-4.59, -0.28, 0.84)  0.533
Cl (-2.87, 2.04, 0.82)  0.551
Cl (-1.73, -0.60, 0.52)  0.659
Cl (-3.32, 0.54, -1.62)  0.539
C (8.71, -0.49, 2.24)  -2.031
Cl (9.51, 0.49, 3.46)  0.561
Cl (8.97, 0.22, 0.64)  0.525
Cl (9.36, -2.13, 2.27)  0.560
Cl (6.96, -0.54, 2.58)  0.529
C (-8.38, 1.37, 0.00)  -2.028
Cl (-6.76, 1.34, -0.69)  0.465
Cl (-8.53, 0.09, 1.22)  0.525
Cl (-8.67, 2.94, 0.76)  0.534
Cl (-9.58, 1.11, -1.28)  0.521
C (-9.55, -0.59, -5.27)  -2.016
Cl (-9.45, -2.19, -4.51)  0.524
Cl (-9.59, -0.78, -7.03)  0.525
Cl (-11.01, 0.23, -4.72)  0.493
Cl (-8.13, 0.36, -4.81)  0.462
C (-2.47, 2.68, 4.90)  -2.047
Cl (-1.37, 4.05, 4.65)  0.522
Cl (-1.66, 1.18, 4.40)  0.488
Cl (-2.91, 2.58, 6.60)  0.536
Cl (-3.92, 2.91, 3.91)  0.510
C (4.93, 0.58, -5.77)  -2.020
Cl (4.66, -0.55, -4.43)  0.507
Cl (5.68, -0.28, -7.12)  0.548
Cl (3.38, 1.25, -6.29)  0.533
Cl (5.99, 1.89, -5.24)  0.605
C (-5.20, 3.49, -4.86)  -2.027
Cl (-5.87, 2.01, -4.14)  0.450
Cl (-5.20, 3.34, -6.62)  0.539
Cl (-6.19, 4.87, -4.38)  0.545
Cl (-3.54, 3.73, -4.28)  0.507
C (-0.22, -7.12, 9.53)  -2.038
Cl (1.34, -7.20, 8.70)  0.499
Cl (-0.28, -8.34, 10.81)  0.538
Cl (-0.43, -5.51, 10.24)  0.499
Cl (-1.52, -7.42, 8.36)  0.513
C (-13.83, -2.12, -6.26)  -2.040
Cl (-13.29, -0.78, -7.29)  0.504
Cl (-13.78, -1.62, -4.56)  0.497
Cl (-15.49, -2.55, -6.69)  0.528
Cl (-12.77, -3.51, -6.50)  0.516
C (-3.60, -3.02, 10.84)  -2.050
Cl (-5.24, -2.52, 11.26)  0.528
Cl (-3.66, -4.48, 9.85)  0.495
Cl (-2.79, -1.73, 9.94)  0.509
Cl (-2.69, -3.36, 12.32)  0.517

***

ORCA calculation (ωB97M-V/def2-TZVPD) on a 2-piece molecular cluster, C4H6N2O overall.

Energy above the lowest of the compared OMol25 structures with the same formula, charge and spin (kcal per mole): 73.0
Spin multiplicity: 1
HOMO (eV): -9.71
Electronic energy (Eh): -340.6786

Each line ends with the Löwdin charge.
Geometry (Å):
O (1.32, 2.59, 0.76)  0.035
C (0.83, 1.70, 1.26)  -0.007
N (1.52, -0.30, -0.76)  0.000
C (0.40, -1.09, -0.29)  -0.235
C (-0.80, -0.22, -0.27)  -0.363
C (-1.97, 0.21, 0.47)  -0.118
N (-1.07, 0.98, -0.48)  0.139
H (2.41, -0.77, -0.60)  0.077
H (0.55, -1.33, 0.77)  0.123
H (0.22, -2.05, -0.81)  0.115
H (1.43, -0.10, -1.75)  0.082
H (-2.98, 0.04, 0.14)  0.076
H (-1.83, 0.41, 1.54)  0.076

***

ORCA calculation (ωB97M-V/def2-TZVPD) on a 11-piece molecular cluster, C21H62F6O10P overall.

Energy above the lowest of the compared OMol25 structures with the same formula, charge and spin (kcal per mole): 102.0
Spin multiplicity: 1
HOMO (eV): -8.04
Electronic energy (Eh): -2530.3959
Charge: -1

Each line ends with the Löwdin charge.
Geometry (Å):
P (0.56, -0.59, -0.26)  0.120
F (-0.74, -1.46, -0.12)  -0.166
F (1.43, -1.95, -0.42)  -0.176
F (0.39, -0.61, -1.93)  -0.232
F (1.75, 0.46, -0.50)  -0.168
F (-0.41, 0.75, -0.14)  -0.223
F (0.64, -0.53, 1.31)  -0.147
C (-1.99, -6.41, -3.81)  -0.093
C (-2.63, -5.17, -3.14)  -0.336
O (-2.91, -5.43, -1.79)  -0.065
H (-1.70, -6.21, -4.84)  0.067
H (-2.65, -7.27, -3.73)  0.065
H (-1.08, -6.71, -3.29)  0.068
H (-3.59, -4.99, -3.63)  0.098
H (-2.02, -4.32, -3.44)  0.110
H (-2.95, -4.58, -1.36)  0.085
C (2.15, -0.63, -8.78)  -0.080
C (2.35, -0.85, -7.22)  -0.233
O (1.35, -1.87, -6.76)  -0.123
H (2.53, -1.38, -9.47)  0.057
H (2.62, 0.32, -9.05)  0.060
H (1.08, -0.67, -9.02)  0.062
H (2.16, 0.05, -6.63)  0.094
H (3.39, -1.05, -6.95)  0.092
H (1.21, -2.11, -5.84)  0.071
C (8.14, -2.42, -1.32)  -0.086
C (6.65, -2.54, -0.96)  -0.353
O (6.25, -1.61, -0.03)  -0.065
H (8.47, -3.38, -1.72)  0.065
H (8.73, -2.15, -0.44)  0.070
H (8.45, -1.65, -2.02)  0.063
H (6.54, -3.49, -0.45)  0.103
H (6.00, -2.48, -1.83)  0.113
H (5.29, -1.72, 0.00)  0.089
O (4.45, 1.62, 3.92)  -0.053
H (4.44, 0.93, 4.59)  0.018
H (3.54, 1.70, 3.64)  0.029
O (1.61, -4.98, 2.43)  -0.055
H (1.52, -4.10, 2.07)  0.027
H (2.37, -4.92, 3.02)  0.022
C (-6.60, 1.89, -6.02)  -0.045
C (-5.28, 1.04, -5.77)  -0.529
C (-4.30, 1.79, -4.94)  -0.077
O (-5.65, -0.17, -5.24)  -0.017
H (-6.51, 2.68, -6.77)  0.066
H (-7.26, 2.18, -5.20)  0.072
H (-7.26, 1.16, -6.49)  0.057
H (-4.71, 0.94, -6.69)  0.130
H (-3.33, 1.32, -5.11)  0.075
H (-4.46, 1.65, -3.88)  0.087
H (-4.08, 2.84, -5.16)  0.081
H (-5.12, -0.80, -5.73)  0.100
C (-4.75, -1.26, 5.33)  -0.032
C (-3.78, -1.65, 4.10)  -0.484
C (-3.60, -3.16, 3.86)  -0.062
O (-4.38, -1.17, 2.98)  -0.058
H (-4.45, -1.69, 6.29)  0.055
H (-5.74, -1.71, 5.20)  0.071
H (-4.74, -0.20, 5.55)  0.063
H (-2.81, -1.16, 4.16)  0.128
H (-4.44, -3.65, 3.37)  0.077
H (-3.40, -3.63, 4.82)  0.070
H (-2.86, -3.41, 3.10)  0.075
H (-3.78, -1.32, 2.24)  0.098
C (1.52, 4.63, -3.99)  -0.078
C (2.83, 5.25, -3.59)  -0.483
C (2.94, 6.74, -4.09)  -0.045
O (2.93, 5.17, -2.16)  -0.054
H (1.39, 3.62, -3.61)  0.086
H (1.45, 4.56, -5.08)  0.080
H (0.65, 5.20, -3.67)  0.085
H (3.68, 4.72, -4.03)  0.123
H (3.73, 7.28, -3.58)  0.070
H (1.96, 7.15, -3.84)  0.071
H (3.19, 6.59, -5.14)  0.070
H (2.28, 4.51, -1.90)  0.074
C (0.89, -1.81, 7.40)  -0.070
C (1.90, -0.73, 7.63)  -0.504
C (2.34, -0.57, 9.07)  -0.059
O (3.05, -1.13, 6.93)  -0.066
H (1.20, -2.76, 7.83)  0.083
H (0.80, -1.96, 6.32)  0.085
H (-0.13, -1.51, 7.66)  0.082
H (1.56, 0.10, 7.01)  0.143
H (2.63, -1.48, 9.58)  0.079
H (1.54, -0.27, 9.76)  0.071
H (3.10, 0.21, 9.16)  0.079
H (3.13, -2.08, 7.00)  0.081
C (-1.16, 4.92, 5.59)  -0.074
C (-1.43, 3.71, 4.68)  -0.495
C (-2.81, 4.07, 3.97)  -0.054
O (-0.41, 3.61, 3.76)  -0.030
H (-2.11, 5.13, 6.07)  0.067
H (-0.84, 5.85, 5.11)  0.079
H (-0.35, 4.78, 6.30)  0.070
H (-1.52, 2.81, 5.29)  0.128
H (-2.73, 5.05, 3.49)  0.075
H (-3.56, 4.13, 4.76)  0.065
H (-3.10, 3.40, 3.17)  0.069
H (-0.62, 2.97, 3.08)  0.100